(1)
This record from the OMol25 dataset describes C7H11BN2O4 in the gas phase. The level of theory is ωB97M-V with the def2-TZVPD basis set.

- SMILES = Cc1c(B(O)O)c(=O)n(C)c(=O)n1C
- total charge = 0
- calculated total energy (Eh) = -708.7968
- E_HOMO (eV) = -9.0

Positions of all 25 atoms, in Å:
C: 0.1808 -0.9335 -0.0838
H: 0.5477 -2.6968 -1.1057
H: 4.1804 -1.4132 -0.1009
C: 1.0915 0.0758 -0.0077
B: 2.6775 -0.1351 0.0557
C: 0.4982 -2.3793 -0.0073
O: 3.2441 -1.3150 0.0769
H: -3.1573 -1.3459 -0.3642
H: 3.0436 1.7993 -0.1641
H: 1.4080 -2.5334 0.4332
H: -1.8459 -2.5012 -0.9674
O: 3.5422 1.0023 0.0038
H: -2.2403 2.7779 0.9401
C: -1.7468 0.5706 -0.0807
C: -2.1286 -1.7346 -0.1127
H: -2.1218 -2.2215 0.8898
C: -1.4137 3.0160 0.2798
N: -0.8557 1.6800 0.0842
O: 1.2026 2.5265 -0.0046
O: -2.9383 0.7592 -0.1875
H: -0.6574 3.7480 0.6841
C: 0.5361 1.5544 0.0210
H: -0.2472 -2.9943 0.4107
N: -1.1658 -0.6760 0.0050
H: -1.6338 3.3698 -0.6977

(2)
This record from the OMol25 dataset describes 2 unconnected molecules or ions with the total composition C7H11BrO6. The level of theory is ωB97M-V with the def2-TZVPD basis set.

- total charge = 0
- calculated total energy (Eh) = -3298.6444
- E_HOMO (spin up / spin down) (eV) = -7.4 / -7.4

Positions of all 25 atoms, in Å:
C: 0.4902 -2.3261 0.1761
O: 1.3530 1.3955 0.1405
H: 3.2952 2.8978 -0.3588
H: -2.2473 -0.9683 2.4337
O: -2.0782 0.5594 -0.9385
C: -0.5607 -2.1153 1.1826
H: 0.0536 -2.8004 2.9216
H: 0.2612 -0.3853 -2.3083
C: 2.4613 3.2539 -0.8344
O: 0.7409 -1.6019 -0.8406
H: -1.9549 -1.6952 -1.0482
H: -0.6511 0.0714 1.1187
H: -0.2651 1.6516 -1.5378
H: 2.6607 3.5187 -1.8480
C: 1.3501 2.2548 -0.7065
H: -1.3480 -2.9231 1.1572
O: 0.4231 2.3167 -1.7170
C: -1.2797 -0.7700 0.8218
C: -0.0345 -0.7164 -1.2865
H: -2.7613 0.7208 -0.1246
O: -2.4897 -0.6904 1.5430
O: -0.2313 -1.9396 2.5496
H: 2.2457 4.2799 -0.3956
Br: 1.9995 -3.3602 0.5954
C: -1.4328 -0.6282 -0.6952